1.
This record from OMol25 describes 2 unconnected molecules or ions with the total composition C9H14O at a distorted geometry. The level of theory is ωB97M-V with the def2-TZVPD basis set.

Last columns: bonded neighbours and bond lengths (Å).
Cartesian coordinates (Å):
1 C -2.234 0.754 2.383  C2 1.490, H9 1.098, H10 1.083, H11 1.092
2 C -1.639 0.788 1.017  C1 1.490, C3 1.422, C8 1.400
3 C -2.008 -0.287 0.162  C2 1.422, C4 1.365, H12 1.098
4 C -1.331 -0.513 -1.001  C3 1.365, C5 1.384, H13 1.136
5 C -0.280 0.257 -1.465  C4 1.384, O6 1.342, C7 1.405
6 O 0.366 0.062 -2.626  C5 1.342, H14 0.959
7 C 0.212 1.250 -0.601  C5 1.405, C8 1.386, H15 1.084
8 C -0.468 1.429 0.593  C2 1.400, C7 1.386, H16 1.101
9 H -2.164 1.657 3.005  C1 1.098
10 H -1.817 -0.063 2.959  C1 1.083
11 H -3.309 0.566 2.339  C1 1.092
12 H -2.616 -1.074 0.628  C3 1.098
13 H -1.696 -1.385 -1.631  C4 1.136
14 H 0.008 -0.583 -3.239  O6 0.959
15 H 1.113 1.718 -0.982  C7 1.084
16 H -0.061 2.146 1.322  C8 1.101
17 C 2.668 -1.313 1.241  C18 1.537, H19 1.093, H20 1.099, H21 1.085
18 C 3.312 -1.530 -0.137  C17 1.537, H22 1.094, H23 1.105, H24 1.087
19 H 2.682 -0.249 1.489  C17 1.093
20 H 1.681 -1.724 0.987  C17 1.099
21 H 2.967 -1.881 2.116  C17 1.085
22 H 2.826 -0.891 -0.881  C18 1.094
23 H 3.257 -2.601 -0.404  C18 1.105
24 H 4.394 -1.443 -0.109  C18 1.087

- Orbital gap: 9.12 eV
- ΔE to the lowest compared entry with this formula, charge and spin: 1.0501 eV
- Total energy: -11606.587 eV

Results of the natural (NBO) charge analysis, in e, for atoms 1 through 6: -0.632 -0.054 -0.181 -0.301 0.313 -0.678

2.
This record from OMol25 describes 2 unconnected molecules or ions with the total composition C4H10NO. The level of theory is ωB97M-V with the def2-TZVPD basis set.

Last columns: bonded neighbours and bond lengths (Å).
Cartesian coordinates (Å):
1 C 0.123 -0.157 0.713  C2 1.325, H5 1.082, H6 1.077
2 C -0.255 -1.332 0.229  C1 1.325, N3 1.428, H7 1.089
3 N 0.553 -2.179 -0.589  C2 1.428, C4 1.449, H8 1.013
4 C 0.038 -2.360 -1.931  N3 1.449, H9 1.094, H10 1.090, H11 1.098
5 H 1.074 0.296 0.464  C1 1.082
6 H -0.521 0.397 1.374  C1 1.077
7 H -1.169 -1.809 0.580  C2 1.089
8 H 1.490 -1.794 -0.603  N3 1.013
9 H 0.634 -3.106 -2.465  C4 1.094
10 H -0.991 -2.719 -1.884  C4 1.090
11 H 0.045 -1.450 -2.546  C4 1.098
12 C -0.191 3.248 1.349  O13 1.346, H14 1.119, H15 1.135, H16 1.126
13 O 0.880 2.473 1.596  C12 1.346
14 H 0.009 4.346 1.422  C12 1.119
15 H -0.632 3.142 0.308  C12 1.135
16 H -1.088 3.004 1.984  C12 1.126

- Orbital gap: 5.54 eV
- ΔE to the lowest compared entry with this formula, charge and spin: 1.7037 eV
- Total charge: -1
- Total energy: -7845.833 eV

Results of the natural (NBO) charge analysis, in e, for atoms 1 through 6: -0.393 -0.083 -0.643 -0.402 0.223 0.230

Computed highest occupied orbital energy, in the same sequence as the records: -8.33, -1.95 eV.